Below is C37H29F6N5PS2SbW as an isolated structure, with properties calculated with ωB97M-V with the def2-TZVPD basis set.

Computed properties:
2S+1 ... 2
Kohn-Sham gap (spin up / spin down) ... 5.3 / 6.5 eV
Total charge ... +3
ΔE to the lowest compared entry with this formula, charge and spin ... 10.8 kcal/mol
E ... -101899.137 eV
LUMO (spin up / spin down) ... -11.43 / -10.15 eV

Geometry (Å):
W: 0.587 -0.784 0.488
N: -0.448 2.910 2.330
C: 0.604 3.499 1.642
C: 1.072 4.806 1.664
C: 2.174 5.075 0.882
C: 2.777 4.069 0.112
C: 2.297 2.776 0.089
C: 1.180 2.484 0.872
N: 0.452 1.297 1.099
C: -0.491 1.622 1.994
C: -1.356 0.594 2.524
C: -2.373 0.621 3.426
S: -3.007 -0.951 3.619
C: -1.883 -1.561 2.513
N: -1.068 -0.652 2.018
H: -1.041 3.367 3.007
H: 0.604 5.571 2.269
H: 2.583 6.075 0.862
H: 3.643 4.320 -0.486
H: 2.772 2.037 -0.538
H: -2.784 1.460 3.966
H: -1.830 -2.610 2.259
S: 4.937 -0.267 -0.667
C: 4.043 -0.139 -2.144
C: 2.700 -0.168 -1.956
C: 2.329 -0.305 -0.582
C: 3.506 -0.348 0.231
C: 3.411 -0.501 1.664
C: 4.477 -0.481 2.541
C: 4.237 -0.649 3.904
C: 2.939 -0.836 4.334
C: 1.915 -0.861 3.392
N: 2.135 -0.693 2.090
H: 4.575 -0.062 -3.081
H: 2.004 -0.101 -2.781
H: 5.485 -0.341 2.173
H: 5.059 -0.640 4.607
H: 2.702 -0.981 5.378
H: 0.892 -1.034 3.701
N: 0.649 -2.308 -1.206
C: -0.145 -2.228 -2.431
C: 0.075 -3.140 -3.452
C: -0.719 -3.071 -4.585
C: -1.717 -2.106 -4.693
C: -1.926 -1.202 -3.668
C: -1.128 -1.263 -2.522
P: -1.319 -0.136 -1.133
C: -2.953 -0.488 -0.438
C: -3.676 0.490 0.251
C: -4.920 0.185 0.779
C: -5.446 -1.094 0.638
C: -4.724 -2.074 -0.031
C: -3.481 -1.774 -0.569
C: -1.354 1.526 -1.831
C: -0.151 2.199 -2.039
C: -0.135 3.424 -2.683
C: -1.323 3.981 -3.136
C: -2.524 3.308 -2.951
C: -2.546 2.084 -2.303
H: 0.428 -3.208 -0.769
H: 1.628 -2.404 -1.472
H: 0.842 -3.900 -3.362
H: -0.563 -3.776 -5.390
H: -2.329 -2.061 -5.583
H: -2.697 -0.448 -3.757
H: -3.292 1.500 0.334
H: -5.495 0.953 1.280
H: -6.426 -1.322 1.034
H: -5.138 -3.065 -0.156
H: -2.942 -2.539 -1.117
H: 0.782 1.759 -1.711
H: 0.802 3.941 -2.838
H: -1.314 4.936 -3.643
H: -3.447 3.737 -3.316
H: -3.490 1.574 -2.171
F: 0.347 -2.658 1.283
Sb: 1.580 -4.438 1.672
F: 2.776 -3.295 0.709
F: 0.850 -4.905 -0.007
F: 2.730 -5.862 1.859
F: -0.046 -4.902 2.463
F: 2.069 -3.545 3.248